Below is 11 unconnected molecules or ions with the total composition C56H143N23O6P6 at a distorted geometry, with properties calculated with wB97M-V/def2-TZVPD.

Summary:
ΔE to the lowest compared entry with this formula, charge and spin = 0.205 eV
DFT total energy = -162686.9995 eV
SMILES = CN(C)P(=O)(N(C)C)N(C)C.CN(C)P(=O)(N(C)C)N(C)C.CN(C)P(=O)(N(C)C)N(C)C.CN(C)P(=O)(N(C)C)N(C)C.CN(C)P(=O)(N(C)C)N(C)C.CN(C)P(=O)(N(C)C)N(C)C.CCCC#N.CCCC#N.CCCC#N.CCCC#N.CCCC#N
orbital gap = 8.504 eV
LUMO level = 0.39 eV

Last column: Löwdin charge in e.
Cartesian coordinates (Å):
C  -1.179374  0.815725  -7.926026  -0.12
C  -1.432501  1.648645  -6.708441  -0.29
C  -2.058478  0.926705  -5.533336  -0.21
C  -3.353763  0.281488  -5.878433  -0.24
N  -4.355736  -0.252127  -6.137533  0.15
H  -0.863403  1.518686  -8.742967  0.09
H  -2.059995  0.314198  -8.395285  0.08
H  -0.495189  -0.030228  -7.766624  0.08
H  -2.160002  2.443255  -6.913133  0.10
H  -0.490581  2.052411  -6.293526  0.12
H  -2.177543  1.614792  -4.674267  0.10
H  -1.450529  0.088711  -5.206445  0.08
C  3.617993  -1.054188  -3.850924  -0.13
C  4.492571  -1.994364  -4.596655  -0.25
C  4.862078  -1.397982  -6.009439  -0.18
C  3.752163  -1.172039  -6.900259  -0.24
N  2.792975  -1.092786  -7.537302  0.15
H  3.322036  -1.324269  -2.867559  0.03
H  2.692078  -0.830133  -4.467883  0.10
H  4.051720  -0.042054  -3.824092  0.08
H  4.018958  -2.961013  -4.720111  0.09
H  5.401555  -2.154611  -4.041872  0.10
H  5.625106  -2.019659  -6.441123  0.11
H  5.334946  -0.418266  -5.749820  0.13
C  -1.207587  -3.308903  0.661948  -0.11
C  -1.541775  -4.498379  -0.227751  -0.25
C  -2.276258  -3.946785  -1.462071  -0.18
C  -3.664390  -3.694138  -1.157093  -0.23
N  -4.773277  -3.663981  -0.894194  0.18
H  -0.667936  -3.503894  1.635908  0.07
H  -2.119679  -2.731428  0.961345  0.08
H  -0.606052  -2.467905  0.174250  0.07
H  -2.216650  -5.137310  0.337037  0.12
H  -0.643562  -5.004662  -0.388699  0.03
H  -2.196305  -4.712705  -2.201705  0.10
H  -1.719858  -3.063836  -1.903354  0.12
C  1.292483  -4.728394  -5.535353  -0.10
C  0.093225  -5.477504  -4.875229  -0.23
C  -1.254892  -4.938699  -5.468187  -0.15
C  -1.348909  -3.525768  -5.014808  -0.23
N  -1.474389  -2.428357  -4.747390  0.18
H  2.241964  -5.026046  -5.120895  0.05
H  1.185840  -3.626901  -5.401512  0.07
H  1.345459  -4.874928  -6.636568  0.08
H  0.141106  -5.347999  -3.797508  0.05
H  0.089243  -6.507617  -5.135352  0.09
H  -2.128921  -5.551550  -5.245537  0.11
H  -1.219034  -4.906492  -6.561986  0.12
C  1.243810  1.387103  -1.979079  -0.08
C  -0.103809  0.706990  -1.637495  -0.22
C  -0.381778  0.761519  -0.119289  -0.19
C  0.562323  0.014713  0.670759  -0.18
N  1.324721  -0.631029  1.280415  0.19
H  2.073590  0.888149  -1.474037  0.03
H  1.311766  2.378597  -1.453483  0.08
H  1.467619  1.506348  -3.017316  0.06
H  -0.188206  -0.311360  -2.102985  0.11
H  -0.982295  1.253493  -2.052908  0.10
H  -1.336545  0.267380  0.064400  0.08
H  -0.438838  1.793563  0.262813  0.11
O  7.451725  1.014268  1.726600  -0.29
P  5.992970  1.065340  1.550045  0.47
N  5.183391  0.436735  2.823384  -0.30
C  5.593757  -0.878611  3.320749  -0.08
C  3.758733  0.639734  3.140401  -0.11
N  5.509908  0.195091  0.224670  -0.31
C  4.145297  -0.259743  0.123764  -0.13
C  6.403950  -0.166032  -0.824131  -0.11
N  5.449447  2.650101  1.341776  -0.29
C  4.762743  3.039569  0.118890  -0.10
C  5.612470  3.627966  2.415253  -0.11
H  5.091225  -1.553728  2.622917  0.07
H  5.238676  -1.146923  4.285396  0.07
H  6.648961  -0.969297  3.219035  0.07
H  3.708957  0.660088  4.198853  0.07
H  3.146821  -0.214417  2.786485  0.04
H  3.449611  1.610529  2.674386  0.09
H  3.477335  0.284880  0.739996  0.01
H  3.815707  -0.005725  -0.911367  0.06
H  3.911851  -1.382468  0.299281  0.10
H  6.114553  0.351814  -1.770942  0.08
H  7.402260  0.046736  -0.451664  0.07
H  6.331527  -1.239581  -1.002419  0.08
H  4.419414  4.064894  0.274420  0.08
H  5.434139  2.968907  -0.758009  0.09
H  3.903345  2.482765  -0.104474  0.04
H  6.174566  4.535955  2.105357  0.09
H  6.154717  3.201384  3.275282  0.09
H  4.642660  3.911915  2.734015  0.05
O  0.948875  -6.292348  -2.105517  -0.28
P  1.903117  -6.122520  -0.982191  0.54
N  1.566114  -6.925670  0.479716  -0.27
C  0.442840  -6.671980  1.334890  -0.13
C  2.100469  -8.264725  0.665553  -0.12
N  2.068097  -4.542934  -0.546583  -0.31
C  2.658914  -3.984757  0.629969  -0.12
C  2.023513  -3.612038  -1.606422  -0.12
N  3.363273  -6.715009  -1.465279  -0.29
C  3.331723  -7.689834  -2.524921  -0.10
C  4.563424  -6.563114  -0.631479  -0.09
H  -0.541581  -7.175366  0.986660  0.12
H  0.170430  -5.647430  1.389763  0.03
H  0.661731  -7.024417  2.366338  0.09
H  1.479351  -9.031503  0.217549  0.08
H  2.121326  -8.549094  1.741457  0.09
H  3.112289  -8.461791  0.344807  0.05
H  3.743449  -3.924804  0.596575  0.06
H  2.197213  -2.935572  0.802047  0.08
H  2.370130  -4.618279  1.498914  0.08
H  3.108561  -3.511614  -1.971405  0.11
H  1.425625  -3.942156  -2.431305  0.06
H  1.734951  -2.597598  -1.249233  0.08
H  2.929549  -7.326481  -3.430138  0.06
H  4.330303  -8.045428  -2.613925  0.08
H  2.766255  -8.578903  -2.242589  0.08
H  4.545022  -5.588590  -0.154431  0.05
H  5.484745  -6.484706  -1.204323  0.08
H  4.827882  -7.366514  0.116330  0.09
O  -1.761910  4.464686  -1.871268  -0.28
P  -1.939287  5.836348  -2.403436  0.51
N  -2.098045  5.897298  -4.030585  -0.32
C  -2.378228  4.787003  -4.899496  -0.12
C  -2.050731  7.164825  -4.752975  -0.09
N  -0.593916  6.757329  -1.980139  -0.30
C  0.640802  6.096508  -2.055273  -0.18
C  -0.383711  8.177609  -1.637477  -0.11
N  -3.198035  6.767597  -1.827884  -0.27
C  -4.565127  6.556885  -2.338112  -0.08
C  -3.172754  6.823076  -0.337708  -0.10
H  -2.198769  3.935478  -4.246076  0.06
H  -1.667316  4.746098  -5.726941  0.08
H  -3.416640  4.775913  -5.347741  0.11
H  -1.194157  7.077729  -5.406943  0.08
H  -1.917508  8.116871  -4.218032  0.09
H  -2.837834  7.161394  -5.452530  0.06
H  1.175775  6.455270  -2.960966  0.09
H  1.403761  6.197888  -1.304220  0.07
H  0.570177  4.981140  -2.112817  0.09
H  -1.287136  8.804873  -1.595217  0.08
H  0.134166  8.203215  -0.659072  0.08
H  0.277472  8.724259  -2.345809  0.08
H  -5.105534  5.710837  -1.865562  0.06
H  -5.155497  7.466125  -2.134203  0.09
H  -4.512401  6.439818  -3.411561  0.07
H  -3.513916  5.914474  0.170679  0.06
H  -3.993126  7.504654  -0.095075  0.08
H  -2.277103  7.271401  0.034121  0.06
O  1.981142  -2.320357  7.584628  -0.27
P  0.853132  -2.715493  6.760820  0.48
N  -0.593812  -2.119097  7.361664  -0.33
C  -1.811846  -2.136071  6.675921  -0.16
C  -0.570069  -1.707606  8.749167  -0.11
N  0.749114  -4.413153  6.529274  -0.30
C  -0.324347  -5.058008  5.824746  -0.14
C  1.561496  -5.203777  7.562734  -0.08
N  0.814290  -2.179782  5.243648  -0.28
C  0.564741  -0.798325  4.780998  -0.09
C  1.674671  -2.836830  4.244449  -0.11
H  -2.491291  -1.234336  6.946807  0.10
H  -2.403579  -3.057397  6.950958  0.08
H  -1.645491  -1.976011  5.565491  0.08
H  -1.271117  -0.881719  8.887268  0.08
H  0.471773  -1.392322  8.999466  0.08
H  -0.810239  -2.562343  9.419563  0.09
H  -1.300249  -5.100710  6.322786  0.07
H  -0.342953  -4.634564  4.823247  0.06
H  -0.146188  -6.168576  5.659000  0.09
H  1.856935  -6.136196  7.059540  0.07
H  2.431988  -4.678506  8.042300  0.09
H  0.885988  -5.589166  8.323031  0.06
H  0.126339  -0.129795  5.562989  0.10
H  1.458028  -0.353989  4.385017  0.05
H  -0.195806  -0.807830  3.993024  0.07
H  1.168429  -2.811929  3.266258  0.06
H  1.953366  -3.856577  4.466285  0.07
H  2.620739  -2.385312  4.071851  0.06
O  0.701021  2.384172  2.965646  -0.27
P  -0.266124  3.436977  3.283288  0.43
N  -0.162357  3.751629  4.936187  -0.31
C  -0.926323  4.841917  5.534747  -0.13
C  1.113019  3.504634  5.648954  -0.09
N  -1.759140  2.986136  2.922511  -0.26
C  -2.144240  1.562930  3.084112  -0.08
C  -2.867288  3.830164  2.559537  -0.11
N  -0.026051  4.825879  2.468207  -0.28
C  1.071170  5.643834  2.869570  -0.13
C  0.042428  4.701711  0.996926  -0.08
H  -1.769693  5.187298  4.919212  0.07
H  -0.288849  5.710937  5.701847  0.07
H  -1.408401  4.520972  6.506539  0.10
H  1.406845  2.531385  5.231124  0.06
H  0.880851  3.453403  6.716090  0.08
H  1.885467  4.260070  5.354241  0.08
H  -2.516781  1.113330  2.131166  0.06
H  -1.281058  1.073942  3.502448  0.04
H  -2.895269  1.313609  3.866010  0.09
H  -2.681881  4.855173  2.648869  0.04
H  -3.149751  3.642072  1.522003  0.06
H  -3.764345  3.671500  3.239187  0.11
H  0.954234  6.695650  2.681468  0.08
H  1.195608  5.618430  3.976492  0.07
H  2.047301  5.312156  2.534015  0.08
H  -0.334867  5.621154  0.605845  0.06
H  -0.709674  3.993965  0.591332  0.08
H  1.082554  4.493675  0.812001  0.08
O  -3.321630  1.137094  0.119553  -0.29
P  -4.772731  1.045479  -0.203607  0.50
N  -5.592033  -0.205729  0.565110  -0.31
C  -5.518743  -0.344776  1.997778  -0.12
C  -6.553887  -1.053294  -0.083606  -0.14
N  -4.932060  0.782689  -1.830449  -0.28
C  -4.114448  -0.243917  -2.420934  -0.12
C  -5.879903  1.373815  -2.797168  -0.06
N  -5.544476  2.411315  0.153453  -0.28
C  -6.938773  2.613695  0.583906  -0.07
C  -5.032092  3.579102  -0.459247  -0.16
H  -4.913168  -1.255859  2.307668  0.10
H  -6.576004  -0.436598  2.349833  0.09
H  -5.054994  0.539428  2.397147  0.05
H  -7.582237  -0.615015  -0.215656  0.09
H  -6.692184  -1.936180  0.527585  0.07
H  -6.188013  -1.391237  -1.063639  0.05
H  -3.355265  -0.599409  -1.703531  0.08
H  -4.810697  -1.004397  -2.799379  0.09
H  -3.506193  0.070716  -3.226976  0.04
H  -6.541991  0.632051  -3.236117  0.08
H  -6.471424  2.144744  -2.293479  0.07
H  -5.304370  1.858134  -3.565182  0.07
H  -7.292269  1.701368  1.009763  0.06
H  -7.026221  3.399576  1.312417  0.08
H  -7.647768  2.890640  -0.200106  0.08
H  -4.013002  3.342701  -0.855480  0.10
H  -4.943098  4.423179  0.265077  0.08
H  -5.695076  3.951918  -1.137654  0.03

Cartesian forces, eV/Å:
-0.33 -0.26 -1.93
-0.43 0.28 0.89
-0.68 -0.84 0.42
-1.24 -0.38 -0.13
1.60 0.93 0.37
0.35 -0.90 0.66
0.09 0.55 0.82
0.29 0.62 -0.03
0.56 0.28 -0.33
-0.37 0.18 -0.53
-0.16 -0.40 -0.38
0.32 -0.11 0.20
-1.60 2.08 -1.67
-0.07 -0.05 -1.10
0.95 0.76 2.16
-1.19 -0.44 -0.38
0.66 0.15 0.28
-0.15 -0.45 0.80
0.63 -0.60 0.79
0.30 -0.29 0.34
-0.15 -0.26 -0.06
0.59 -0.09 0.01
0.21 -0.21 -0.55
-0.25 -0.58 -0.57
0.36 2.35 1.26
-1.22 2.19 1.38
1.91 0.31 -0.24
0.65 -0.18 -0.38
-1.03 0.25 0.29
-0.50 -0.21 -1.05
0.36 -0.67 -0.13
-0.40 -1.43 0.19
-0.04 -0.31 -0.10
1.08 -0.90 -1.15
-0.38 -0.51 -0.86
-0.87 -0.74 0.62
-0.95 0.46 -0.48
-0.14 1.34 -1.28
1.19 0.84 0.35
-0.95 -2.12 -0.95
0.10 1.56 0.63
0.30 -0.19 0.28
0.10 -0.66 0.08
-0.14 -0.12 0.63
-0.20 -0.25 -0.07
0.42 -1.06 0.11
0.02 0.32 0.53
0.21 0.01 0.06
-0.32 0.67 1.94
-0.33 0.51 -0.61
-0.35 -0.46 -0.40
2.31 -1.51 1.55
-1.78 1.14 -1.32
-0.06 -0.53 -0.34
-0.46 -0.46 -0.77
0.00 0.01 -0.68
0.27 0.61 0.78
0.74 -0.07 -0.02
-0.24 0.38 0.06
-0.02 -0.38 -0.22
0.46 -0.31 0.06
0.36 0.99 -0.21
-0.91 0.01 1.67
-0.44 0.29 -2.27
0.64 0.68 -1.67
-0.67 -0.05 0.94
-0.29 -1.13 -1.70
-0.16 0.01 -0.46
-0.01 -1.39 0.15
1.50 1.13 0.33
1.06 -0.21 -0.43
0.24 -0.81 0.07
-0.21 0.39 1.09
0.85 -0.26 0.14
-0.41 0.36 1.14
0.16 0.59 -0.03
-0.23 -0.95 0.61
-0.39 0.44 0.74
0.01 -0.48 0.43
0.82 1.58 -0.20
0.56 -0.19 0.40
0.21 0.20 -0.53
0.05 -0.20 -0.12
0.17 0.09 -0.33
-0.26 0.33 0.29
-1.34 -1.09 -0.13
-0.27 -0.53 -0.07
-0.23 -0.04 -0.48
-1.04 0.59 0.63
0.04 0.04 0.54
-0.47 -0.53 0.95
1.25 0.18 -0.63
-1.79 -1.32 0.13
-0.24 -0.92 1.03
-1.02 -0.60 0.56
-1.38 0.68 1.84
2.32 1.62 -1.01
0.58 0.44 0.82
0.27 -1.21 1.25
0.50 -0.17 0.04
1.49 0.34 0.46
0.18 1.07 0.04
-0.10 0.18 -0.62
-0.35 -0.21 -0.37
-0.14 0.56 -0.42
0.17 0.52 -0.43
0.25 0.28 -0.07
0.89 -1.62 -0.16
0.39 0.47 -0.41
-1.24 0.26 -0.06
-0.43 -0.09 -0.37
-0.12 -0.67 -0.21
-0.27 0.58 -0.99
0.95 -0.19 -0.64
-0.29 -0.10 -0.01
-0.30 -0.16 0.44
-0.12 -0.16 -0.75
-0.87 0.62 -0.51
-0.44 0.03 -0.42
0.65 0.42 0.57
-0.43 1.06 -0.34
-0.36 -0.61 0.36
1.56 -0.37 -0.01
-1.14 1.29 0.94
2.08 -2.11 -2.07
-0.17 0.18 -0.01
0.05 -0.63 1.20
0.12 0.40 0.42
-2.08 0.76 -0.71
-0.35 -0.52 -0.41
0.09 0.07 -0.04
0.85 0.09 0.62
0.68 0.26 -0.29
-0.48 -0.70 0.30
-1.55 0.56 -0.55
-0.05 -0.39 0.06
-0.24 0.81 1.23
-0.42 0.92 -0.26
0.01 -0.68 0.11
-0.32 0.15 -0.30
-0.16 -0.67 0.06
0.51 0.35 -0.36
0.23 -0.25 -0.04
-0.13 -0.22 -0.23
0.82 -0.28 -0.26
0.15 0.37 0.16
0.66 -0.18 0.26
1.12 -0.05 1.14
-1.95 -1.20 -0.44
2.11 0.55 0.56
-2.52 0.82 -0.97
0.70 -0.39 0.55
2.16 0.89 2.27
0.33 -1.76 -0.27
-0.97 -0.38 -1.03
0.78 0.39 -2.58
-1.40 0.08 1.11
-0.99 -0.50 -0.69
1.14 -1.25 -0.08
0.22 0.77 -0.79
-0.33 -0.83 1.21
0.03 -0.08 0.18
-0.95 -0.10 -0.11
-0.18 0.56 -0.10
-0.02 0.66 -0.04
-0.63 0.16 -0.06
0.46 1.16 0.25
0.48 0.36 -0.06
-1.13 -0.23 -0.94
-0.11 0.32 0.53
0.60 -0.71 -0.26
0.42 0.26 -0.11
0.25 -0.16 -0.19
0.01 -0.07 0.22
-0.50 -0.36 0.40
0.89 1.13 0.16
0.95 -0.98 -0.17
1.05 -0.67 1.67
-0.12 0.86 0.08
-0.93 -0.37 0.52
-0.56 -0.43 -1.61
-2.46 -0.90 -0.06
-0.01 -0.28 0.08
-1.58 -1.06 0.31
-0.47 0.99 -1.05
0.72 0.24 2.82
-1.63 -0.57 0.84
0.33 -0.29 -0.14
0.03 0.15 0.23
0.74 0.30 -0.80
0.46 0.25 0.63
0.41 0.08 -0.14
-0.43 -0.46 0.74
0.59 0.46 0.63
0.52 -0.51 -0.50
-0.09 1.05 -0.30
0.83 1.60 0.11
-0.25 -0.16 0.04
0.88 -0.21 -0.76
-0.27 0.48 -0.68
-0.30 -0.04 -0.60
0.23 -0.20 -0.64
0.41 0.95 -0.60
0.85 -0.12 0.32
0.22 -0.28 -1.04
-0.63 -0.16 0.33
0.62 -2.15 -0.57
0.68 1.00 -0.60
-0.30 -1.06 0.17
-0.79 -0.13 -0.89
-0.49 0.61 -0.37
-0.14 -0.93 0.87
0.33 0.14 1.61
-2.42 1.23 0.81
0.51 -0.76 -0.37
3.23 0.48 1.93
-0.77 0.94 -0.27
0.88 0.05 0.30
0.16 0.31 0.52
0.78 0.00 0.13
0.09 -0.30 0.01
-0.25 0.10 0.35
-0.74 -0.30 -0.02
0.63 -0.44 0.08
0.35 0.83 -1.17
-0.06 -0.19 -0.05
-0.05 -0.20 -0.11
0.18 0.18 -0.61
-0.34 -0.61 0.44
0.36 0.37 0.54
0.30 -0.06 -0.52
-0.81 0.67 -0.04
0.17 -0.59 -0.04
-1.67 0.76 -2.54